# 1
Entry from the OMol25 dataset: 21 unconnected molecules or ions with the total composition C14H47F13O22 at a distorted geometry (wB97M-V/def2-TZVPD).

Computed properties:
- LUMO level: -1.5 eV
- E: -3515.019717 Eh

```
! RIJCOSX wB97M-V def2-TZVPD def2/J DEFGRID3
* xyz 0 1
O 2.57 0.77 0.92
C 2.61 0.81 -0.33
C 3.93 0.47 -1.17
C 4.16 1.00 -2.45
C 3.03 1.96 -3.06
O 3.26 2.82 -3.92
C 1.56 1.71 -2.50
C 0.24 2.00 -3.38
C -0.21 0.54 -3.94
C -1.29 0.58 -5.08
F -1.06 1.77 -5.84
F -0.98 -0.48 -5.99
C -2.83 0.51 -4.71
F -3.36 -0.62 -5.40
F -3.46 1.62 -5.34
C -3.24 0.33 -3.19
F -2.74 -0.95 -2.81
F -2.67 1.24 -2.29
C -4.81 0.28 -2.89
F -5.12 -1.00 -2.33
F -5.63 0.36 -4.03
C -5.36 1.34 -1.84
F -6.76 1.07 -1.73
F -4.88 1.13 -0.52
C -5.26 2.87 -2.24
F -6.44 3.50 -1.76
F -5.21 3.14 -3.60
F -4.20 3.57 -1.64
C 1.33 1.17 -1.21
H 4.73 -0.23 -0.72
H 5.08 0.80 -3.08
H 0.58 2.70 -4.21
H -0.55 2.49 -2.73
H -0.44 -0.08 -3.03
H 0.75 0.11 -4.39
H 0.27 0.98 -0.88
O -4.60 3.41 1.81
H -5.31 3.49 2.46
H -4.88 2.67 1.25
O -5.91 -3.42 -4.13
H -5.67 -2.66 -3.58
H -6.02 -4.14 -3.50
O 2.10 4.32 -1.43
H 2.77 4.95 -1.14
H 2.12 4.39 -2.39
O -2.69 1.55 3.68
H -1.81 1.45 3.30
H -3.08 2.29 3.20
O 3.32 -1.52 2.85
H 4.21 -1.61 2.49
H 2.93 -0.79 2.35
O -8.54 5.36 -2.14
H -8.02 4.60 -1.85
H -8.77 5.15 -3.05
O 5.92 -1.07 3.83
H 6.15 -0.31 4.37
H 5.80 -1.79 4.46
O 4.22 -3.29 5.23
H 3.92 -3.95 5.86
H 3.41 -2.86 4.93
O 3.29 -0.72 -4.85
H 3.05 -0.22 -5.64
H 4.23 -0.93 -4.98
O 7.29 -1.17 6.06
H 6.47 -1.23 6.57
H 7.67 -2.05 6.13
O 0.33 -0.71 2.27
H 0.53 -0.11 3.01
H 0.85 -1.50 2.46
O -7.07 -6.77 -3.85
H -8.01 -6.64 -3.69
H -6.86 -6.15 -4.56
O -4.59 -5.88 -3.11
H -4.04 -6.27 -2.43
H -5.19 -6.60 -3.37
O -3.68 0.11 6.51
H -4.62 0.24 6.68
H -3.48 0.73 5.80
O 4.19 2.96 2.73
H 3.47 3.04 3.37
H 3.93 2.21 2.17
O 2.11 -2.93 7.12
H 1.80 -3.60 7.75
H 1.29 -2.51 6.82
O 2.76 -5.92 5.86
H 3.14 -6.81 5.83
H 2.02 -5.97 5.25
O 5.09 5.32 4.76
H 4.38 5.40 5.40
H 4.82 4.57 4.21
O 4.99 -3.00 -5.88
H 5.46 -3.17 -6.70
H 4.67 -3.87 -5.61
O 6.67 0.99 7.75
H 7.56 0.89 7.38
H 6.29 1.73 7.25
*
```

Löwdin analysis output, partial charges in e: atom 1 (O): 0.0155, atom 2 (C): -0.2585, atom 3 (C): 0.0332, atom 4 (C): 0.0179, atom 5 (C): -0.2872, atom 6 (O): 0.0520, atom 7 (C): -0.1255, atom 8 (C): -0.0991, atom 9 (C): -0.0528, atom 10 (C): -0.2866, atom 11 (F): 0.0472, atom 12 (F): 0.0541, atom 13 (C): -0.1972, atom 14 (F): 0.0908, atom 15 (F): 0.0834, atom 16 (C): -0.1980, atom 17 (F): 0.0940, atom 18 (F): 0.1037, atom 19 (C): -0.2007, atom 20 (F): 0.0859, atom 21 (F): 0.1177, atom 22 (C): -0.1961, atom 23 (F): 0.0952, atom 24 (F): 0.1016, atom 25 (C): -0.3400, atom 26 (F): 0.0787, atom 27 (F): 0.1443, atom 28 (F): 0.1280, atom 29 (C): 0.0679, atom 30 (H): 0.1259, atom 31 (H): 0.1226, atom 32 (H): 0.1186, atom 33 (H): 0.1170, atom 34 (H): 0.1233, atom 35 (H): 0.1354, atom 36 (H): 0.1330, atom 37 (O): -0.0461, atom 38 (H): 0.0519, atom 39 (H): 0.0185, atom 40 (O): -0.0634, atom 41 (H): -0.0004, atom 42 (H): 0.0046, atom 43 (O): -0.0451, atom 44 (H): 0.0530, atom 45 (H): 0.0279, atom 46 (O): -0.0511, atom 47 (H): 0.0338, atom 48 (H): 0.0115, atom 49 (O): -0.0658, atom 50 (H): 0.0281, atom 51 (H): -0.0140, atom 52 (O): -0.0576, atom 53 (H): -0.0020, atom 54 (H): 0.0364, atom 55 (O): -0.0765, atom 56 (H): 0.0260, atom 57 (H): -0.0013, atom 58 (O): -0.0725, atom 59 (H): -0.0026, atom 60 (H): 0.0125, atom 61 (O): -0.0594, atom 62 (H): 0.0476, atom 63 (H): 0.0210, atom 64 (O): -0.0652, atom 65 (H): 0.0486, atom 66 (H): 0.0593, atom 67 (O): -0.0604, atom 68 (H): 0.0349, atom 69 (H): 0.0261, atom 70 (O): -0.0524, atom 71 (H): 0.0573, atom 72 (H): 0.0503, atom 73 (O): -0.0653, atom 74 (H): 0.0436, atom 75 (H): 0.0064, atom 76 (O): -0.0690, atom 77 (H): 0.0293, atom 78 (H): 0.0019, atom 79 (O): -0.0510, atom 80 (H): 0.0385, atom 81 (H): 0.0115, atom 82 (O): -0.0496, atom 83 (H): 0.0448, atom 84 (H): 0.0459, atom 85 (O): -0.0494, atom 86 (H): 0.0455, atom 87 (H): 0.0474, atom 88 (O): -0.0576, atom 89 (H): 0.0325, atom 90 (H): -0.0042, atom 91 (O): -0.0524, atom 92 (H): 0.0424, atom 93 (H): 0.0459, atom 94 (O): -0.0636, atom 95 (H): 0.0307, atom 96 (H): 0.0372

# 2
Entry from the OMol25 dataset: 9 unconnected molecules or ions with the total composition C55H72F24O19 at a distorted geometry (wB97M-V/def2-TZVPD).

Computed properties:
- LUMO level: -1.7 eV
- E: -5964.706706 Eh
- SMILES string: COCCCCCCCCCCCCc1ccc2c(c1)C(=O)C=CC2=O.CCOC(=O)C(F)(F)F.CCOC(=O)C(F)(F)F.CCOC(=O)C(F)(F)F.CCOC(=O)C(F)(F)F.CCOC(=O)C(F)(F)F.CCOC(=O)C(F)(F)F.CCOC(=O)C(F)(F)F.CCOC(=O)C(F)(F)F

```
! RIJCOSX wB97M-V def2-TZVPD def2/J DEFGRID3
* xyz 0 1
C 5.45 -4.71 0.60
O 5.32 -3.50 -0.22
C 6.23 -3.55 -1.41
C 5.34 -3.02 -2.68
C 5.51 -1.43 -3.03
C 5.46 -0.42 -1.74
C 3.99 0.30 -1.49
C 4.12 1.92 -1.65
C 3.01 2.77 -0.75
C 1.50 2.77 -1.40
C 0.33 3.32 -0.38
C -0.42 1.99 0.24
C -1.97 1.77 -0.36
C -2.50 0.36 0.30
C -3.99 -0.11 -0.19
C -5.33 0.31 0.73
C -6.87 -0.14 0.37
C -7.11 -1.06 -0.97
C -5.82 -1.46 -1.94
C -4.26 -0.99 -1.57
C -6.14 -2.35 -3.31
O -5.40 -2.22 -4.45
C -7.44 -3.37 -3.23
C -8.60 -3.01 -2.34
C -8.61 -1.62 -1.41
O -9.77 -1.08 -1.05
H 4.39 -4.87 1.13
H 5.66 -5.70 0.01
H 6.21 -4.50 1.47
H 7.16 -2.89 -1.14
H 6.64 -4.63 -1.62
H 4.20 -3.32 -2.59
H 5.74 -3.62 -3.63
H 6.47 -1.19 -3.68
H 4.59 -1.15 -3.73
H 6.21 0.47 -1.99
H 5.83 -0.88 -0.73
H 3.15 -0.08 -2.22
H 3.63 0.01 -0.40
H 5.22 2.31 -1.37
H 3.94 2.17 -2.80
H 3.44 3.88 -0.69
H 3.07 2.34 0.35
H 1.30 1.66 -1.78
H 1.49 3.49 -2.33
H -0.39 4.12 -0.83
H 0.90 3.83 0.54
H -0.52 2.01 1.42
H 0.15 0.98 -0.02
H -2.67 2.68 -0.06
H -1.94 1.77 -1.54
H -1.75 -0.48 -0.05
H -2.50 0.43 1.46
H -5.18 0.97 1.71
H -7.79 0.18 1.06
H -3.36 -1.28 -2.27
H -7.44 -4.36 -3.86
H -9.48 -3.79 -2.31
C -2.66 -3.70 -3.71
C -1.73 -4.49 -4.61
O -0.47 -4.70 -3.96
C -0.42 -5.74 -3.06
O -1.38 -6.46 -2.80
C 0.99 -5.88 -2.48
F 1.53 -4.69 -2.11
F 1.85 -6.44 -3.37
F 1.02 -6.68 -1.37
H -2.20 -2.77 -3.39
H -3.60 -3.47 -4.24
H -2.91 -4.27 -2.81
H -1.52 -3.91 -5.52
H -2.17 -5.44 -4.93
C 2.11 -2.57 4.18
C 0.87 -2.07 4.90
O 0.95 -0.66 5.13
C 0.62 0.15 4.07
O 0.27 -0.28 2.97
C 0.70 1.62 4.47
F 1.84 1.91 5.17
F -0.34 1.99 5.27
F 0.69 2.46 3.40
H 3.01 -2.29 4.73
H 2.09 -3.66 4.07
H 2.19 -2.12 3.18
H 0.80 -2.56 5.88
H -0.05 -2.33 4.35
C 1.09 5.15 6.06
C 1.74 5.06 4.70
O 2.06 6.37 4.20
C 3.21 6.93 4.68
O 3.96 6.38 5.49
C 3.45 8.30 4.03
F 2.33 9.07 4.00
F 3.87 8.19 2.74
F 4.40 9.03 4.68
H 0.22 5.81 6.03
H 0.78 4.16 6.41
H 1.78 5.57 6.80
H 1.04 4.61 3.99
H 2.63 4.42 4.71
C -1.62 8.00 -6.13
C -0.65 7.94 -4.97
O -1.33 7.62 -3.75
C -1.61 6.29 -3.55
O -1.31 5.40 -4.34
C -2.29 6.09 -2.20
F -3.29 6.99 -1.97
F -1.42 6.21 -1.16
F -2.87 4.86 -2.07
H -2.44 8.70 -5.91
H -1.12 8.32 -7.05
H -2.08 7.03 -6.32
H -0.18 8.92 -4.83
H 0.17 7.23 -5.16
C -4.76 0.44 9.68
C -4.64 1.26 8.40
O -3.58 0.76 7.58
C -3.88 -0.33 6.81
O -4.98 -0.88 6.80
C -2.68 -0.73 5.95
F -1.51 -0.74 6.64
F -2.49 0.13 4.90
F -2.81 -1.97 5.40
H -3.80 0.41 10.20
H -5.51 0.87 10.34
H -5.04 -0.59 9.45
H -4.38 2.30 8.66
H -5.58 1.29 7.85
C -2.77 -3.99 -11.51
C -1.70 -4.94 -10.99
O -1.77 -5.05 -9.56
C -2.73 -5.90 -9.07
O -3.49 -6.56 -9.78
C -2.66 -5.96 -7.54
F -2.56 -4.73 -6.97
F -1.59 -6.68 -7.10
F -3.76 -6.55 -6.99
H -2.70 -3.02 -11.01
H -2.67 -3.85 -12.59
H -3.77 -4.38 -11.31
H -0.71 -4.54 -11.23
H -1.77 -5.93 -11.46
C 11.71 -7.63 -0.63
C 10.47 -7.14 0.09
O 10.55 -5.72 0.33
C 10.22 -4.92 -0.73
O 9.87 -5.34 -1.83
C 10.30 -3.44 -0.33
F 11.44 -3.15 0.37
F 9.26 -3.07 0.46
F 10.29 -2.60 -1.40
H 12.61 -7.35 -0.08
H 11.69 -8.72 -0.74
H 11.79 -7.19 -1.62
H 10.40 -7.62 1.08
H 9.55 -7.39 -0.45
C -5.82 5.85 3.62
C -4.85 5.79 4.78
O -5.53 5.47 6.00
C -5.81 4.14 6.21
O -5.51 3.25 5.42
C -6.49 3.93 7.56
F -7.49 4.84 7.79
F -5.62 4.05 8.60
F -7.07 2.71 7.68
H -6.64 6.55 3.84
H -5.32 6.17 2.71
H -6.28 4.87 3.44
H -4.38 6.77 4.93
H -4.03 5.07 4.59
*
```

Results of the Löwdin charge analysis, in e, for atoms 1 through 99: atom 1 (C): -0.1306, atom 2 (O): -0.2743, atom 3 (C): -0.2007, atom 4 (C): -0.1659, atom 5 (C): -0.2104, atom 6 (C): -0.2049, atom 7 (C): -0.2171, atom 8 (C): -0.2293, atom 9 (C): -0.2236, atom 10 (C): -0.2135, atom 11 (C): -0.1831, atom 12 (C): -0.2087, atom 13 (C): -0.2010, atom 14 (C): -0.1997, atom 15 (C): -0.1056, atom 16 (C): -0.0080, atom 17 (C): 0.0044, atom 18 (C): -0.0383, atom 19 (C): -0.0119, atom 20 (C): 0.0639, atom 21 (C): -0.1957, atom 22 (O): -0.0744, atom 23 (C): 0.0060, atom 24 (C): 0.0157, atom 25 (C): -0.2158, atom 26 (O): -0.0437, atom 27 (H): 0.1007, atom 28 (H): 0.0959, atom 29 (H): 0.0964, atom 30 (H): 0.1197, atom 31 (H): 0.1183, atom 32 (H): 0.1206, atom 33 (H): 0.1161, atom 34 (H): 0.1115, atom 35 (H): 0.1125, atom 36 (H): 0.1054, atom 37 (H): 0.1059, atom 38 (H): 0.1051, atom 39 (H): 0.1133, atom 40 (H): 0.1114, atom 41 (H): 0.1189, atom 42 (H): 0.1146, atom 43 (H): 0.1096, atom 44 (H): 0.1118, atom 45 (H): 0.1096, atom 46 (H): 0.0889, atom 47 (H): 0.1123, atom 48 (H): 0.0929, atom 49 (H): 0.1171, atom 50 (H): 0.1187, atom 51 (H): 0.1240, atom 52 (H): 0.1255, atom 53 (H): 0.1144, atom 54 (H): 0.0967, atom 55 (H): 0.1127, atom 56 (H): 0.0890, atom 57 (H): 0.1212, atom 58 (H): 0.1201, atom 59 (C): -0.0520, atom 60 (C): -0.2125, atom 61 (O): 0.0214, atom 62 (C): -0.3227, atom 63 (O): 0.1450, atom 64 (C): -0.4710, atom 65 (F): 0.1334, atom 66 (F): 0.1407, atom 67 (F): 0.1382, atom 68 (H): 0.0722, atom 69 (H): 0.0555, atom 70 (H): 0.0860, atom 71 (H): 0.1229, atom 72 (H): 0.1084, atom 73 (C): -0.0592, atom 74 (C): -0.2152, atom 75 (O): 0.0017, atom 76 (C): -0.3279, atom 77 (O): 0.1364, atom 78 (C): -0.4593, atom 79 (F): 0.1439, atom 80 (F): 0.1405, atom 81 (F): 0.1182, atom 82 (H): 0.0854, atom 83 (H): 0.0843, atom 84 (H): 0.0772, atom 85 (H): 0.1291, atom 86 (H): 0.1239, atom 87 (C): -0.0524, atom 88 (C): -0.2170, atom 89 (O): 0.0141, atom 90 (C): -0.3239, atom 91 (O): 0.1453, atom 92 (C): -0.4712, atom 93 (F): 0.1382, atom 94 (F): 0.1423, atom 95 (F): 0.1403, atom 96 (H): 0.0849, atom 97 (H): 0.0691, atom 98 (H): 0.0804, atom 99 (H): 0.1101

# 3
Entry from the OMol25 dataset: a molecular structure, C15H25ClILuNO2P at a distorted geometry (wB97M-V/def2-TZVPD).

Computed properties:
- LUMO level: -8.3 eV
- E: -3126.072185 Eh

```
! RIJCOSX wB97M-V def2-TZVPD def2/J DEFGRID3
* xyz 2 1
C 6.59 -0.61 0.26
C 5.99 0.20 -0.77
H 7.70 -0.48 0.27
H 6.31 -1.66 0.07
H 6.15 -0.28 1.21
O 5.83 0.84 -1.72
I 1.94 2.06 1.51
Lu 1.17 -0.37 0.46
P 0.79 -1.66 -2.03
C 0.09 -1.11 -3.62
C 2.46 -2.20 -2.55
H 0.41 -3.86 -1.07
H 0.02 -3.81 -2.82
H -1.11 -3.11 -1.62
C -0.06 -3.27 -1.87
H 3.01 -2.57 -1.67
H 2.37 -3.01 -3.29
H 0.09 -1.94 -4.34
H 0.67 -0.27 -4.02
H 3.01 -1.36 -2.99
H -0.94 -0.78 -3.46
C 0.43 1.04 -1.35
O 0.00 1.83 -2.07
Cl 2.24 -2.46 1.11
C -1.88 2.36 3.11
N -2.48 2.77 1.81
C -2.45 4.24 1.65
C -1.83 2.04 0.64
C -2.10 0.57 0.79
C -3.45 0.18 0.80
C -3.79 -1.13 1.13
C -2.79 -2.05 1.48
C -1.44 -1.65 1.44
C -1.11 -0.38 1.00
H -0.80 2.53 3.08
H -2.09 1.30 3.29
H -2.34 2.97 3.90
H -3.47 2.48 1.83
H -1.41 4.57 1.57
H -3.00 4.51 0.74
H -2.93 4.71 2.51
H -2.26 2.46 -0.28
H -0.77 2.30 0.65
H -4.22 0.92 0.56
H -4.85 -1.42 1.15
H -3.04 -3.07 1.78
H -0.66 -2.35 1.76
*
```

Löwdin analysis output, partial charges in e: atom 1 (C): 0.0827, atom 2 (C): 0.0706, atom 3 (H): 0.1620, atom 4 (H): 0.1471, atom 5 (H): 0.1452, atom 6 (O): 0.3754, atom 7 (I): 0.1397, atom 8 (Lu): 0.6081, atom 9 (P): 0.7009, atom 10 (C): -0.2663, atom 11 (C): -0.2817, atom 12 (H): 0.0401, atom 13 (H): 0.0602, atom 14 (H): 0.0518, atom 15 (C): -0.2559, atom 16 (H): -0.0023, atom 17 (H): 0.0619, atom 18 (H): 0.0667, atom 19 (H): 0.0496, atom 20 (H): 0.0388, atom 21 (H): 0.0580, atom 22 (C): -0.2205, atom 23 (O): 0.1237, atom 24 (Cl): -0.1592, atom 25 (C): 0.0183, atom 26 (N): -0.1844, atom 27 (C): 0.0158, atom 28 (C): -0.1354, atom 29 (C): -0.3106, atom 30 (C): -0.0441, atom 31 (C): -0.0544, atom 32 (C): -0.0586, atom 33 (C): -0.1506, atom 34 (C): -0.2751, atom 35 (H): 0.0662, atom 36 (H): 0.1117, atom 37 (H): 0.1138, atom 38 (H): 0.1685, atom 39 (H): 0.1143, atom 40 (H): 0.1140, atom 41 (H): 0.1129, atom 42 (H): 0.1385, atom 43 (H): 0.0179, atom 44 (H): 0.1203, atom 45 (H): 0.1185, atom 46 (H): 0.1167, atom 47 (H): 0.0693